# 1
The following is a quantum chemistry calculation of a 3-piece molecular cluster, C13H30INO7P overall, from the Open Molecules 2025 dataset.

The geometry in XYZ format:
```
53
Properties=species:S:1:pos:R:3:lowdin_charge:R:1
C 3.40 -2.48 -6.18 -0.0494
C -2.59 -2.26 1.30 -0.9030
H -3.44 -0.63 0.11 0.0683
C -3.28 6.96 2.44 -0.0694
H 1.91 0.39 1.61 0.0937
C 2.66 -2.23 1.12 -0.1324
H 3.21 -1.78 1.96 0.0651
H 3.29 -2.99 0.64 0.0555
H -1.29 2.67 4.46 0.1003
O 0.86 -3.52 -4.06 0.0431
H -0.79 -4.34 -3.22 0.1255
C 0.07 -4.68 -3.78 -0.2088
H 3.01 -2.80 -7.14 0.0929
C -2.46 -1.05 0.38 -0.3627
H 1.18 0.72 0.02 0.0667
O -1.32 6.48 3.79 0.0229
C 1.73 -3.63 -5.06 -0.6057
I -2.07 -2.31 3.40 0.6805
H 4.23 -3.12 -5.87 0.0969
H 0.04 -1.53 0.68 0.0273
H 0.22 -6.51 -2.65 0.0792
O -3.02 -3.25 0.88 -0.0453
H -0.94 0.55 -0.54 -0.0395
H 1.79 -2.74 1.53 0.0573
H 3.76 -1.46 -6.27 0.0916
H 0.10 2.92 5.52 0.0882
H 1.25 -5.19 -2.05 0.0816
H -3.47 5.92 2.17 0.0792
C 0.86 -5.68 -2.94 -0.0640
H -2.05 -1.44 -0.56 0.0642
O 1.90 -4.61 -5.75 0.1121
H -0.44 1.54 1.23 -0.0551
H 1.65 -1.64 -0.70 0.0962
H 0.32 3.01 3.77 0.0942
H 1.71 -6.07 -3.50 0.0731
O 2.39 -2.48 -5.17 0.0083
C 1.36 -0.07 0.77 -0.3751
H 3.12 -0.74 -0.38 0.0922
H -1.23 6.98 1.77 0.1222
H -3.85 7.16 3.36 0.0779
O -0.63 4.63 4.69 -0.0037
O -1.16 4.62 2.49 0.1360
N 0.10 -0.68 1.23 -0.2770
H -3.67 7.60 1.64 0.0756
C -1.81 7.21 2.66 -0.2268
H -0.29 -5.13 -4.70 0.1206
H -1.76 0.42 2.28 -0.0943
C -0.36 3.23 4.59 -0.0313
P -1.32 0.42 0.89 0.2900
H -2.43 1.34 0.60 -0.0760
C -1.04 5.18 3.54 -0.6062
H -1.64 8.26 2.89 0.1168
C 2.22 -1.16 0.10 -0.2699
```

## Properties
E_LUMO ... 2.50 eV
HOMO level ... -3.6 eV
Charge ... -1
Frontier orbital gap ... 0.2256 Ha

=====

# 2
The following is a quantum chemistry calculation of one molecule with the formula C18H22N2O, from the Open Molecules 2025 dataset.

The geometry in XYZ format:
```
43
Properties=species:S:1:pos:R:3:lowdin_charge:R:1
H -4.08 -1.75 0.15 0.1151
C -3.55 -0.97 0.71 -0.1615
H 0.26 -1.58 2.30 0.1216
H 5.47 3.40 -5.05 0.0775
H -1.67 0.00 2.42 0.1114
H -1.25 0.63 0.82 0.1232
H 3.12 -1.22 -3.60 0.1056
H -4.37 -2.93 2.38 0.1129
H 0.65 -1.71 -0.10 0.1264
H 1.96 -1.23 -1.69 0.1365
C -4.18 -0.83 2.07 -0.2534
H -3.64 -0.03 0.16 0.1150
H -5.10 1.53 4.32 0.1016
C -2.07 -1.36 0.82 -0.2052
H 4.80 3.27 -2.52 0.1139
C 4.35 0.41 -4.23 -0.0544
C 4.84 1.67 -3.94 -0.2944
C -5.28 -0.58 4.62 -0.0970
C -4.94 0.55 3.90 -0.0846
C 3.09 0.38 -2.18 -0.2308
H 3.26 2.14 -0.97 0.0976
C 3.49 -0.23 -3.36 -0.0341
N 0.95 -0.92 0.46 0.0545
C -4.39 0.43 2.63 -0.0536
H -1.99 -2.28 1.41 0.1129
H -1.70 -1.58 -0.19 0.1047
H 6.79 2.41 -4.43 0.0807
C 5.79 2.37 -4.87 -0.0586
H -4.13 1.31 2.07 0.1131
N 2.21 -0.32 -1.35 0.1262
H -5.33 -2.72 4.63 0.1008
O 1.96 1.10 0.45 0.0671
C 4.43 2.28 -2.76 -0.0405
H 5.86 1.85 -5.82 0.0713
H -5.70 -0.48 5.61 0.0991
C -4.52 -1.95 2.81 -0.0475
H 4.66 -0.09 -5.14 0.1078
C 3.57 1.65 -1.88 -0.0080
C -1.23 -0.26 1.46 -0.1815
H 0.76 0.12 2.19 0.1182
C -5.07 -1.83 4.08 -0.0864
C 0.22 -0.68 1.68 -0.1883
C 1.72 0.05 -0.11 -0.5350
```

## Properties
E_LUMO ... 0.60 eV
Energy relative to the best compared isomer or geometry (same formula, charge and spin) ... 4.4 kcal/mol
HOMO level ... -8.0 eV
Charge ... 0
Structure (SMILES) ... Cc1ccc(NC(=O)NCCCCc2ccccc2)cc1
Frontier orbital gap ... 0.3167 Ha

=====

# 3
The following is a quantum chemistry calculation of one molecule with the formula C5H3F, from the Open Molecules 2025 dataset.

The geometry in XYZ format:
```
9
Properties=species:S:1:pos:R:3:lowdin_charge:R:1
C -0.40 1.48 1.35 -0.2259
C 0.72 -2.38 -1.97 0.1760
C -0.16 0.42 0.31 0.0639
F -1.07 2.52 0.81 -0.0326
C 0.03 -0.44 -0.48 -0.1094
H 0.59 1.88 1.68 0.1270
C 0.25 -1.42 -1.31 -0.1462
H -1.02 1.06 2.22 0.1403
H 1.08 -3.12 -2.59 0.0069
```

## Properties
E_LUMO ... 0.60 eV
Energy relative to the best compared isomer or geometry (same formula, charge and spin) ... 11.4 kcal/mol
HOMO level ... -9.5 eV
Charge ... 0
Structure (SMILES) ... C#CC#CCF
Frontier orbital gap ... 0.3696 Ha

=====

# 4
The following is a quantum chemistry calculation of a 2-piece molecular cluster, C6H14P2 overall, from the Open Molecules 2025 dataset.

The geometry in XYZ format:
```
22
Properties=species:S:1:pos:R:3:lowdin_charge:R:1
H -0.75 0.23 2.16 0.0746
C -0.63 -2.52 1.70 -0.3885
H -0.57 -2.68 2.78 0.0224
H 1.95 0.93 -2.76 -0.0288
C -1.94 0.67 -0.13 -0.1306
H -2.22 0.75 -1.18 0.0746
C 0.24 1.77 -0.58 -0.1403
C 2.44 0.10 -2.30 0.0045
H -0.02 1.91 -1.62 0.0730
H -0.56 -3.49 1.21 0.0193
C 0.05 0.23 1.42 -0.4319
H 3.10 0.27 -1.47 -0.0217
H 1.33 1.70 -0.50 0.0537
H -1.58 -2.06 1.45 0.0112
C -0.42 0.52 -0.01 -0.8748
H -2.46 -0.18 0.30 0.0599
H -2.27 1.57 0.39 0.0814
H 0.81 0.94 1.75 0.0609
H -0.08 2.65 -0.02 0.0825
P 0.82 -1.46 1.18 0.6515
H 2.62 -0.77 -2.90 -0.0320
P 0.13 -1.09 -0.87 0.7791
```

## Properties
E_LUMO (alpha / beta) ... 0.12 / -0.49 eV
Energy relative to the best compared isomer or geometry (same formula, charge and spin) ... 50.0 kcal/mol
HOMO level (alpha / beta) ... -7.7 / -8.1 eV
Charge ... 0
Frontier orbital gap (alpha / beta) ... 0.2858 / 0.2812 Ha